{"formula": "C3H7NOS", "method": "wB97M-V/def2-TZVPD", "species": ["C", "O", "N", "C", "C", "S", "H", "H", "H", "H", "H", "H", "H"], "coordinates": [[-1.169357, 0.990121, -1.577875], [-0.379876, 0.747580, -0.478458], [-1.004334, -0.089546, 0.365387], [-0.249107, -0.649976, 1.228416], [1.178785, -0.421463, 1.359901], [2.277893, -1.370750, 0.231844], [-0.546591, 1.702048, -2.179213], [-1.425435, 0.058861, -2.189514], [-2.168423, 1.466089, -1.387208], [-0.840153, -1.298282, 1.966732], [1.431302, -0.604076, 2.425946], [1.293133, 0.668901, 1.151434], [1.602165, -1.199507, -0.917392]], "forces_ev_per_angstrom": [[-1.20, 0.58, -2.65], [1.32, 0.15, 0.28], [-1.10, -1.26, 1.24], [-2.41, -1.01, 0.46], [0.84, 1.43, 0.45], [-0.12, -0.12, 0.42], [-0.75, -0.71, 0.22], [0.70, 1.00, 0.81], [0.94, -0.26, 0.39], [1.07, 0.87, -1.24], [0.42, -0.09, -0.88], [0.40, -0.77, 0.24], [-0.11, 0.18, 0.26]], "e_above_lowest_kcal_mol": 73.0, "gap_ev": 10.13, "smiles": "CO/N=C\\CS"}

***

{"formula": "CH3N5S", "method": "wB97M-V/def2-TZVPD", "species": ["N", "N", "C", "N", "N", "N", "S", "H", "H", "H"], "coordinates": [[1.875594, 0.589561, -0.326739], [0.950521, -0.480362, -0.110631], [-0.308440, -0.354509, -0.059044], [-0.936142, 0.767598, -0.130352], [-2.208048, 0.687111, 0.087034], [-2.717147, -0.472570, 0.183233], [-1.532772, -1.625640, 0.089806], [1.209035, 1.388503, -0.487879], [2.297489, 0.771041, 0.567714], [1.369910, -1.270733, 0.186860]], "forces_ev_per_angstrom": [[-1.86, 0.94, -0.61], [3.11, 1.55, -0.95], [-4.28, -1.46, 0.29], [1.55, 2.11, 0.11], [-2.56, 0.09, -0.37], [-0.13, 0.62, 0.28], [1.35, -0.40, -0.01], [1.12, -0.63, 0.05], [0.20, 0.25, 0.52], [1.48, -3.08, 0.70]], "e_above_lowest_kcal_mol": 15.5, "gap_ev": 9.45, "smiles": "NNc1nnns1"}